Record 1
{
  "formula": "C6H8FN",
  "method": "wB97M-V/def2-TZVPD",
  "species": ["F", "C", "C", "C", "C", "C", "C", "N", "H", "H", "H", "H", "H", "H", "H", "H"],
  "coordinates": [[3.113493, -0.317797, -1.612809], [1.841312, -0.646166, -1.059801], [1.249226, 0.520447, -0.515029], [-0.117307, 0.265524, 0.004676], [-1.402687, 0.627947, -0.395307], [-2.405900, 0.357237, 0.594896], [-1.746044, -0.197818, 1.562288], [-0.387264, -0.363528, 1.187088], [2.076382, -1.570038, -0.471484], [1.183346, -1.099209, -1.913865], [1.056335, 1.378550, -1.248052], [1.910009, 0.824692, 0.265644], [-1.434729, 1.212783, -1.309149], [-3.475329, 0.756424, 0.723727], [-1.811638, -0.704872, 2.506698], [0.350796, -1.044177, 1.680478]],
  "forces_ev_per_a": [[-0.6, 0.0, 0.1], [1.1, -4.3, -4.2], [-2.2, 2.6, 0.2], [-3.1, -0.8, 1.1], [1.4, 1.7, -1.9], [-2.6, 2.6, -2.0], [4.7, -3.6, 3.0], [2.4, -1.7, 2.2], [-0.5, 1.2, 0.5], [1.2, 1.0, 1.1], [1.0, -1.3, 0.7], [0.2, 0.9, 0.8], [-0.8, 0.0, 0.1], [1.9, -0.9, -0.8], [-1.5, 0.3, 0.3], [-2.6, 2.4, -1.2]],
  "total_charge": 0,
  "multiplicity": 1,
  "total_energy_ha": -387.97878,
  "largest_force_ha_per_bohr": 0.1296,
  "smiles": "FCCc1ccc[nH]1"
}

Record 2
{
  "formula": "C6H8FN",
  "method": "wB97M-V/def2-TZVPD",
  "species": ["F", "C", "C", "C", "C", "C", "N", "C", "H", "H", "H", "H", "H", "H", "H", "H"],
  "coordinates": [[-2.379217, -0.971867, -0.150985], [-2.222289, 0.288912, 0.433794], [-1.118556, 1.053956, -0.270752], [0.246864, 0.432424, -0.122641], [1.464797, 1.132856, 0.015801], [2.483230, 0.189970, 0.112060], [1.892588, -1.044205, 0.032870], [0.545863, -0.909789, -0.109208], [-1.955974, 0.114036, 1.462476], [-3.186878, 0.797172, 0.348114], [-1.104000, 2.072743, 0.106885], [-1.403931, 1.148438, -1.367089], [1.614018, 2.232650, 0.053859], [3.524697, 0.279519, 0.229060], [2.379556, -1.935381, 0.119951], [-0.102113, -1.782901, -0.178818]],
  "forces_ev_per_a": [[-0.1, 0.0, -0.1], [0.1, 0.2, -0.5], [-0.3, -0.3, -1.3], [-0.6, 0.0, -0.1], [1.2, 0.5, 0.1], [-1.6, 0.2, -0.2], [0.6, -0.3, 0.1], [-0.5, -0.4, 0.0], [0.0, 0.0, 0.5], [0.1, 0.0, 0.1], [0.0, 0.1, 0.2], [0.3, -0.2, 1.1], [-0.2, -1.0, -0.1], [0.9, 0.2, 0.1], [-0.3, 0.6, -0.1], [0.3, 0.4, 0.0]],
  "total_charge": 0,
  "multiplicity": 1,
  "total_energy_ha": -388.03823,
  "largest_force_ha_per_bohr": 0.0323,
  "smiles": "FCCc1cc[nH]c1"
}

Record 3
{
  "formula": "C6H8FN",
  "method": "wB97M-V/def2-TZVPD",
  "species": ["F", "C", "C", "C", "C", "C", "C", "N", "H", "H", "H", "H", "H", "H", "H", "H"],
  "coordinates": [[-1.416719, 1.392680, 1.897232], [-0.847297, 1.051764, 0.821069], [-1.181258, 1.060743, -0.457266], [-0.087301, 0.250151, -1.119600], [1.129502, 0.531354, -0.357766], [0.428727, 0.229847, 1.005711], [0.085749, -1.286930, 0.680456], [-0.423097, -1.171296, -0.763183], [-2.183364, 1.374085, -0.859544], [-0.100724, 0.361180, -2.186788], [1.840330, -0.263365, -0.762592], [1.437896, 1.641894, -0.554561], [0.960389, 0.392985, 1.936173], [-0.707213, -1.787735, 1.307972], [1.053808, -1.800795, 0.794303], [0.010572, -1.976561, -1.381616]],
  "forces_ev_per_a": [[-2.3, 1.4, 2.6], [3.0, -2.0, -1.9], [-1.7, 0.8, 0.0], [-2.5, -1.0, -1.4], [1.7, 1.4, -0.5], [0.1, -0.5, -1.0], [-0.8, 0.4, -0.3], [1.2, -2.5, 0.0], [1.4, -0.4, 0.2], [0.4, 0.1, -0.6], [-0.1, 1.4, 1.1], [-0.1, -2.1, 0.7], [0.1, 0.0, 0.0], [0.9, 0.7, -0.5], [-0.5, -0.2, -0.2], [-0.8, 2.6, 1.5]],
  "total_charge": 0,
  "multiplicity": 1,
  "total_energy_ha": -387.96516,
  "largest_force_ha_per_bohr": 0.0794,
  "smiles": "FC1=C[C@H]2C[C@@H]1CN2"
}